No. 1
DFT (ωB97M-V/def2-TZVPD) results for 7 unconnected molecules or ions with the total composition C2H18N4O7.

Atoms and positions in Å:
1 C -2.787 -2.674 -0.386
2 O -3.631 -2.700 0.484
3 N -1.539 -2.432 -0.110
4 N -2.938 -2.800 -1.665
5 H -0.888 -2.387 -0.880
6 H -1.242 -2.294 0.846
7 H -3.850 -2.958 -2.070
8 H -2.280 -2.564 -2.395
9 C 3.036 0.171 0.144
10 O 3.761 -0.175 -0.765
11 N 2.186 -0.601 0.735
12 N 2.875 1.407 0.471
13 H 2.500 -1.544 0.915
14 H 1.714 -0.244 1.553
15 H 3.391 2.119 -0.026
16 H 1.962 1.573 0.871
17 O -1.513 2.897 -2.152
18 H -0.881 2.205 -1.955
19 H -1.013 3.544 -2.650
20 O 0.886 -0.186 3.253
21 H 0.053 -0.321 2.802
22 H 0.766 -0.603 4.107
23 O -1.525 -0.070 1.666
24 H -1.651 0.776 2.095
25 H -2.235 -0.618 2.002
26 O -0.074 0.487 -0.730
27 H 0.699 -0.065 -0.613
28 H -0.686 0.189 -0.058
29 O 1.684 3.213 -2.210
30 H 1.421 4.042 -1.808
31 H 1.798 2.615 -1.472

## Properties
Frontier orbital gap, eV: 9.74
2S+1: 1
LUMO level, eV: -0.1451
ΔE to the lowest compared entry with this formula, charge and spin, kJ/mol: 158.88
Structure (SMILES): NC(N)=O.NC(N)=O.O.O.O.O.O

***

No. 2
DFT (ωB97M-V/def2-TZVPD) results for 8 unconnected molecules or ions with the total composition C2H19O8.

Atoms and positions in Å:
1 O 19.051 4.227 14.558
2 H 19.777 3.600 14.441
3 C 16.691 7.095 11.439
4 C 17.232 5.836 12.057
5 O 18.494 6.082 12.641
6 H 17.274 7.517 10.623
7 H 16.615 7.880 12.208
8 H 15.633 7.025 11.163
9 H 17.351 5.089 11.257
10 H 16.538 5.444 12.806
11 H 18.679 5.326 13.246
12 O 20.953 5.887 15.785
13 H 21.727 5.396 16.071
14 H 20.359 5.223 15.363
15 O 19.466 1.201 13.329
16 H 19.548 0.734 14.164
17 H 18.971 2.008 13.553
18 O 16.942 5.424 15.815
19 H 17.732 4.891 15.594
20 H 17.280 6.323 15.835
21 O 21.810 1.736 11.903
22 H 20.936 1.679 12.335
23 H 21.794 1.036 11.246
24 O 20.681 2.522 16.438
25 H 21.353 3.173 16.654
26 H 19.902 3.052 16.200
27 O 16.944 2.661 13.735
28 H 16.165 3.219 13.825
29 H 17.655 3.248 14.080

## Properties
Frontier orbital gap, eV: 9.54
2S+1: 1
Charge: -1
LUMO level, eV: 3.3160
ΔE to the lowest compared entry with this formula, charge and spin, kJ/mol: 0.00

***

No. 3
DFT (ωB97M-V/def2-TZVPD) results for a molecular structure, C2H21CdO9.

Atoms and positions in Å:
1 Cd 1.285 -2.385 -0.630
2 O 0.270 -0.693 -0.602
3 H -0.432 -0.671 0.077
4 O 0.767 -2.792 -2.623
5 H 1.001 -2.311 -3.417
6 H -0.039 -3.254 -2.851
7 O -2.759 -2.233 0.861
8 H -2.785 -1.897 1.757
9 H -3.429 -1.732 0.397
10 O -1.322 0.735 2.687
11 H -1.511 1.127 1.834
12 H -0.368 0.765 2.758
13 O -0.475 -3.374 0.198
14 H -0.598 -4.284 0.467
15 H -1.318 -2.956 0.374
16 O -1.870 -0.931 -2.277
17 H -1.803 -1.784 -2.707
18 H -1.164 -0.931 -1.632
19 O -1.779 2.178 0.436
20 H -1.574 1.596 -0.295
21 H -1.626 3.058 0.092
22 O 0.614 1.340 -2.476
23 H 0.319 0.572 -1.987
24 H 1.530 1.449 -2.220
25 C 2.522 2.978 1.841
26 C 2.038 1.835 0.940
27 O 1.242 0.831 1.461
28 H 3.218 3.658 1.350
29 H 3.174 2.607 2.632
30 H 1.647 3.440 2.299
31 H 2.861 1.403 0.370
32 H 1.423 2.326 0.185
33 H 0.939 0.331 0.700

## Properties
Frontier orbital gap, eV: 6.15
2S+1: 1
Charge: +1
LUMO level, eV: -6.4573

***

No. 4
DFT (ωB97M-V/def2-TZVPD) results for a molecular structure, C2H2AuFO.

Atoms and positions in Å:
1 C -1.671 -0.212 0.001
2 C -0.393 -0.267 -0.202
3 O 0.765 -0.433 -0.378
4 H -2.164 -1.054 0.490
5 H -2.237 0.632 -0.396
6 F 3.331 1.288 0.508
7 Au 2.370 0.047 -0.023

## Properties
Frontier orbital gap (alpha / beta), eV: 10.14 / 6.64
⟨S²⟩: 2.017
2S+1: 3
Charge: +2
LUMO level (alpha / beta), eV: -12.2963 / -15.8732
ΔE to the lowest compared entry with this formula, charge and spin, kJ/mol: 315.01

***

Here are the calculated F_max numbers, same order: 5.89 1.73 2.72 12.51 (eV/Å).